Here is 10 unconnected molecules or ions with the total composition C3H24O9 in a non-equilibrium geometry from the OMol25 dataset. Energies are from wB97M-V/def2-TZVPD.

Summary:
- molar mass (g/mol) = 204.216
- max |F| (eV Å⁻¹) = 3.350
- ΔE to the lowest compared entry with this formula, charge and spin (kcal/mol) = 51.4
- structure (SMILES) = C=CC.O.O.O.O.O.O.O.O.O

Cartesian coordinates (Å):
C (0.45919, -2.97095, 1.18271)
C (1.31825, -2.77954, 0.18937)
C (1.19796, -2.70129, -1.28526)
H (0.73145, -2.84139, 2.22843)
H (-0.35862, -3.67795, 1.14239)
H (2.14200, -2.14567, 0.54048)
H (0.37069, -2.09865, -1.65185)
H (2.11993, -2.37158, -1.76213)
H (1.00325, -3.70400, -1.70234)
O (-1.58595, 2.29929, -1.80699)
H (-1.12290, 2.48655, -2.62095)
H (-1.27420, 1.48169, -1.38031)
O (2.95192, 0.11479, -0.43227)
H (3.67925, 0.63945, -0.77482)
H (2.72369, 0.58898, 0.40314)
O (-1.02065, -0.66749, 1.92226)
H (-0.44965, -0.76581, 2.69093)
H (-1.14495, -1.57676, 1.61580)
O (2.28278, 1.55673, 1.73166)
H (1.44331, 1.31926, 1.27085)
H (2.22277, 1.36182, 2.66813)
O (-0.05675, 1.40634, 0.44645)
H (-0.34253, 2.31519, 0.34494)
H (-0.47487, 0.80683, 1.09750)
O (-3.51961, 1.41580, 0.26175)
H (-3.07577, 1.87754, -0.45498)
H (-3.32571, 0.47896, 0.31975)
O (-1.27840, -0.47169, -1.14150)
H (-1.24580, -0.14900, -2.05706)
H (-0.64687, 0.16554, -0.74889)
O (0.16740, 0.37984, -3.04810)
H (0.87205, -0.27652, -3.04708)
H (0.66099, 1.18940, -3.22108)
O (-1.87074, 2.26188, 2.63873)
H (-2.43207, 2.20150, 1.85331)
H (-1.12082, 2.85090, 2.58705)

=====

Here is 10 unconnected molecules or ions with the total composition C3H26O10 in a non-equilibrium geometry from the OMol25 dataset. Energies are from wB97M-V/def2-TZVPD.

Summary:
- molar mass (g/mol) = 222.231
- max |F| (eV Å⁻¹) = 4.158
- ΔE to the lowest compared entry with this formula, charge and spin (kcal/mol) = 89.8

Cartesian coordinates (Å):
O (3.01546, -0.49990, 2.30556)
H (2.15473, -0.24507, 1.96525)
H (3.46592, -1.06884, 1.67708)
H (2.92420, -0.93993, 3.15389)
C (-1.17449, -0.07910, -0.75662)
C (-0.34749, -0.46171, 0.42114)
C (-0.34847, -2.01845, 0.50453)
O (0.94630, 0.08864, 0.45253)
H (-1.06961, 0.99566, -0.90502)
H (-2.25122, -0.20417, -0.64211)
H (-1.00043, -0.61054, -1.69224)
H (-0.84813, -0.12009, 1.32710)
H (0.17241, -2.42889, 1.36959)
H (0.14875, -2.54118, -0.31255)
H (-1.39423, -2.31552, 0.58344)
O (-2.79846, 3.08822, -2.10148)
H (-2.74292, 2.26112, -2.58006)
H (-3.24581, 2.86379, -1.28555)
O (1.79694, 2.87940, -1.40488)
H (1.32330, 2.31162, -0.79700)
H (1.12714, 3.46534, -1.75737)
O (-1.38956, 0.42942, 3.64480)
H (-1.37588, 1.37845, 3.76879)
H (-1.17945, 0.30526, 2.71923)
O (-0.06914, 2.81914, 1.79693)
H (0.17045, 2.13794, 1.16860)
H (0.76708, 3.13294, 2.14118)
O (-2.82163, 2.89450, 0.89643)
H (-2.83176, 3.84962, 0.83424)
H (-1.97362, 2.68859, 1.28978)
O (2.34415, -0.86982, -1.69483)
H (1.69906, -0.42839, -1.14235)
H (2.48274, -1.71718, -1.27175)
O (0.90772, -4.76716, -0.89636)
H (0.66942, -5.60725, -0.50432)
H (0.65171, -4.11619, -0.24297)
O (0.36591, -2.38649, -3.98155)
H (1.22427, -2.70483, -4.26102)
H (0.50464, -1.45895, -3.79007)

=====

Here is a molecular structure, C3H27N2O14 in a non-equilibrium geometry from the OMol25 dataset. Energies are from wB97M-V/def2-TZVPD.

Summary:
- molar mass (g/mol) = 315.249
- max |F| (eV Å⁻¹) = 7.111
- ΔE to the lowest compared entry with this formula, charge and spin (kcal/mol) = 51.0
- net charge = -1

Cartesian coordinates (Å):
O (-0.77360, 0.51753, -4.12382)
C (-0.71468, 0.05932, -3.02054)
N (-1.80359, 0.04194, -2.08331)
C (0.52866, -0.73631, -2.62449)
N (0.45739, -1.49786, -1.36829)
C (0.54623, -0.78954, -0.13433)
O (0.77457, -1.51582, 0.83694)
O (0.38180, 0.43868, -0.13575)
H (-1.59176, 0.16764, -1.13892)
H (-2.42742, 0.83084, -2.26928)
H (1.37977, 0.02999, -2.78789)
H (0.97519, -1.40467, -3.40334)
H (1.03020, -2.33401, -1.52016)
H (2.00518, 2.78728, 2.30295)
H (1.77403, 3.12620, 0.87492)
O (2.30533, 2.58461, 1.50020)
H (2.09504, -0.97729, 2.10188)
H (2.05222, 0.59024, 2.01704)
O (1.96778, -0.18733, 2.57178)
H (-0.38251, -0.97951, 3.51155)
H (-0.28874, -1.51013, 2.18931)
O (-0.93226, -1.46138, 2.90956)
H (1.57519, 1.31242, -0.95554)
H (2.98572, 1.81933, -0.92388)
O (2.40452, 1.53483, -1.50279)
H (0.07099, 1.17035, 1.95462)
H (-0.68180, 2.47944, 1.52129)
O (-0.16348, 2.06529, 2.26339)
H (-1.35171, -3.11301, 2.29896)
H (-0.30094, -3.68941, 1.23538)
O (-1.29851, -3.69438, 1.50367)
H (0.46268, 2.73994, -0.75904)
H (-0.53772, 3.73075, -0.19905)
O (0.52370, 3.53497, -0.20118)
H (-2.09646, 1.63210, 0.57986)
H (-3.14906, 2.92530, 0.17472)
O (-2.24817, 2.76963, 0.15096)
H (3.21624, -1.77796, -0.85550)
H (2.36454, -2.42674, 0.16024)
O (3.03418, -2.69827, -0.51409)
H (-2.34703, -2.33733, -0.94042)
H (-2.44562, -2.85476, 0.53491)
O (-2.88706, -2.17085, -0.05084)
H (-2.46631, -0.58232, 0.89106)
H (-1.52302, 0.41238, 1.84358)
O (-2.23068, 0.43542, 1.09172)

=====

Here is 9 unconnected molecules or ions with the total composition C3H27N2O8S2 in a non-equilibrium geometry from the OMol25 dataset. Energies are from wB97M-V/def2-TZVPD.

Summary:
- molar mass (g/mol) = 283.389
- max |F| (eV Å⁻¹) = 1.751
- ΔE to the lowest compared entry with this formula, charge and spin (kcal/mol) = 0.0
- net charge = +1

Cartesian coordinates (Å):
S (0.47564, 2.79870, 2.28444)
S (0.51079, 2.01432, 0.36160)
C (-1.03451, 1.07856, 0.17728)
C (-0.83212, -0.40537, 0.43367)
C (-2.16463, -1.12615, 0.62485)
N (-1.89041, -2.51493, 0.92642)
N (0.01511, -0.71230, 1.61953)
H (-0.55640, 3.61034, 2.41576)
H (-1.54100, 1.16264, -0.77691)
H (-1.69586, 1.64488, 0.83776)
H (-0.42609, -0.85539, -0.47220)
H (-2.73350, -0.88026, -0.28318)
H (-2.74394, -0.64352, 1.41379)
H (-1.55324, -2.98474, 0.08484)
H (-2.71491, -3.08769, 1.08118)
H (-0.28535, -1.67816, 1.84895)
H (-0.13734, -0.18528, 2.47780)
H (1.01606, -0.78984, 1.45784)
H (0.72439, -0.61374, -3.23242)
H (0.64216, -0.21730, -4.66058)
O (1.27826, -0.25949, -3.93852)
H (-1.69630, -3.09136, -2.19436)
H (-0.29281, -3.28428, -1.93503)
O (-0.98585, -2.64072, -1.72121)
H (2.37437, -3.07333, -2.03211)
H (1.80103, -4.44976, -2.00016)
O (1.53644, -3.53214, -1.88687)
H (4.13090, -0.70227, -2.35371)
H (2.95301, -0.84262, -3.46542)
O (3.34219, -1.15814, -2.63131)
H (-5.23698, 0.91312, 1.06869)
H (-4.44630, 2.04466, 1.43494)
O (-4.34034, 1.08176, 1.39393)
H (-2.76982, 2.81410, -2.48473)
H (-4.17710, 2.71800, -2.74174)
O (-3.49253, 2.20520, -2.29223)
H (2.40490, -0.81028, 3.44937)
H (2.99674, -0.06029, 2.35586)
O (2.16072, -0.07412, 2.87339)
H (3.78087, -0.75224, -0.01473)
H (4.29874, 0.46193, 0.80533)
O (3.93369, -0.42731, 0.87399)

=====

Here is 12 unconnected molecules or ions with the total composition C3H27NO14 in a non-equilibrium geometry from the OMol25 dataset. Energies are from wB97M-V/def2-TZVPD.

Summary:
- molar mass (g/mol) = 301.242
- max |F| (eV Å⁻¹) = 8.956
- ΔE to the lowest compared entry with this formula, charge and spin (kcal/mol) = 58.3
- structure (SMILES) = O=CCNC(=O)O.O.O.O.O.O.O.O.O.O.O.O

Cartesian coordinates (Å):
O (0.52148, -1.98620, -2.31267)
C (1.39860, -1.32384, -2.79673)
C (2.36925, -0.41480, -1.88301)
N (1.87623, 0.98660, -1.64156)
C (0.84744, 1.28243, -0.78733)
O (0.46931, 2.44609, -0.61513)
O (0.32573, 0.21414, -0.10961)
H (1.56849, -1.51821, -3.89854)
H (2.36614, -0.88969, -0.74757)
H (3.34398, -0.28878, -2.29619)
H (1.93332, 1.57555, -2.44636)
H (-0.42859, 0.30562, 0.58885)
O (2.40908, 3.10597, 1.13983)
H (1.55595, 2.74841, 1.40987)
H (2.74332, 2.45995, 0.54541)
O (3.39331, -1.08975, 1.20749)
H (2.61493, -0.75342, 0.86162)
H (4.08396, -0.51224, 1.47438)
O (-1.76782, 2.88280, 1.26011)
H (-1.85185, 3.79132, 1.40277)
H (-1.01544, 2.72680, 0.89280)
O (1.98777, -3.26569, 0.84218)
H (2.77120, -2.78806, 1.22892)
H (2.25961, -3.39580, -0.06397)
O (-1.28773, -2.10852, -0.47671)
H (-0.39063, -1.88077, -0.66881)
H (-0.98249, -2.76828, 0.21791)
O (-1.53060, 0.04965, 1.49531)
H (-2.10166, 0.92984, 1.59815)
H (-1.96371, -0.17159, 0.73437)
O (-1.18946, 0.43696, -3.38397)
H (-1.85293, 0.76580, -2.82829)
H (-0.35211, 0.71431, -2.72910)
O (1.29181, -0.70114, 2.70991)
H (0.49921, -0.09720, 2.58506)
H (1.10820, -1.40143, 2.15254)
O (-4.00250, -0.32343, 0.18438)
H (-3.69943, -1.06074, -0.31606)
H (-3.80032, 0.50289, -0.35648)
O (-2.20232, -2.16920, 3.19353)
H (-2.77385, -2.11286, 2.48635)
H (-1.40155, -1.63834, 3.24192)
O (-2.89102, 1.86242, -1.06855)
H (-3.47172, 2.44702, -1.68324)
H (-2.78059, 2.42541, -0.34379)

=====

Here is 11 unconnected molecules or ions with the total composition C3H28O11 in a non-equilibrium geometry from the OMol25 dataset. Energies are from wB97M-V/def2-TZVPD.

Summary:
- molar mass (g/mol) = 240.246
- max |F| (eV Å⁻¹) = 4.450
- ΔE to the lowest compared entry with this formula, charge and spin (kcal/mol) = 119.8
- structure (SMILES) = CC(C)O.O.O.O.O.O.O.O.O.O.O

Cartesian coordinates (Å):
C (-2.50251, -1.53997, -0.80172)
C (-2.36429, -0.87531, 0.57938)
C (-3.52453, -0.16979, 1.33561)
O (-1.34246, 0.18352, 0.33808)
H (-1.83424, -0.94373, -1.39322)
H (-3.31458, -1.47673, -1.53099)
H (-1.99538, -2.48352, -0.87588)
H (-1.93372, -1.78681, 1.25785)
H (-4.12292, 0.57059, 0.48688)
H (-3.28067, 0.77738, 2.01811)
H (-4.18509, -0.99827, 1.72984)
H (-1.45245, 1.02498, 0.82348)
O (-0.41857, 2.16952, 1.86781)
H (-0.17114, 1.32996, 2.21168)
H (0.44967, 2.55839, 1.65121)
O (0.86534, -1.54887, -4.62223)
H (0.20175, -1.04882, -4.13864)
H (1.65974, -1.59005, -4.14516)
O (0.22077, -2.89144, -1.68155)
H (0.90351, -2.80999, -1.09713)
H (-0.11919, -3.81552, -1.54101)
O (2.00399, 3.32888, 1.66246)
H (2.30975, 2.42615, 1.70360)
H (2.02708, 3.58468, 0.79038)
O (1.27845, 0.17569, 3.38919)
H (1.21460, -0.80073, 3.24871)
H (0.77080, 0.26156, 4.25607)
O (0.91757, -1.10185, 0.26068)
H (0.20062, -0.51627, 0.26684)
H (0.73613, -1.52309, -0.59583)
O (1.74497, -2.25479, 2.41512)
H (2.63172, -2.16717, 2.06245)
H (1.20375, -2.11073, 1.55788)
O (1.89759, 1.78310, -3.01150)
H (0.98484, 1.80119, -2.51492)
H (1.53877, 1.79655, -3.94198)
O (-0.47172, 2.40908, -1.43132)
H (0.18337, 2.67211, -0.65309)
H (-0.90315, 1.72961, -0.97197)
O (2.41204, 1.53926, -0.17680)
H (2.61222, 0.63979, 0.15618)
H (2.96761, 1.69146, -0.94452)

=====

Here is 11 unconnected molecules or ions with the total composition C3H29N2O11 in a non-equilibrium geometry from the OMol25 dataset. Energies are from wB97M-V/def2-TZVPD.

Summary:
- molar mass (g/mol) = 269.268
- max |F| (eV Å⁻¹) = 8.580
- ΔE to the lowest compared entry with this formula, charge and spin (kcal/mol) = 146.0
- expectation value of S² = 0.7567
- net charge = +2
- spin multiplicity = 2

Cartesian coordinates (Å):
N (-0.06333, 1.96303, 1.11306)
C (-0.77252, 0.63490, 0.97244)
C (-2.23708, 0.95106, 0.32719)
C (-0.08143, -0.43396, 0.28257)
N (-0.49397, -0.89768, -0.90968)
O (0.89663, -1.00965, 0.83354)
H (-0.66411, 2.86300, 0.84551)
H (0.70404, 2.06247, 0.54431)
H (0.23983, 2.06869, 2.05520)
H (-1.06601, 0.33219, 1.99187)
H (-2.11448, 1.45831, -0.48270)
H (-2.85490, 1.42306, 1.11891)
H (-2.96194, 0.23385, 0.30018)
H (-0.08433, -1.70552, -1.27065)
H (-1.29401, -0.66979, -1.28700)
H (-0.67842, 2.17620, -3.41245)
H (-2.10686, 2.00961, -4.07326)
O (-1.47157, 1.49587, -3.59161)
H (1.54012, 1.30249, -3.34082)
H (1.63827, 2.77926, -3.68024)
O (1.10422, 2.10895, -3.18652)
H (3.42262, -1.31445, -1.21900)
H (2.26848, -0.94479, -0.22993)
O (3.18027, -0.71018, -0.35442)
H (-2.44778, -3.28354, 1.76517)
H (-2.82347, -3.38393, 0.35115)
O (-3.29333, -3.13940, 1.10484)
H (4.47950, 0.81630, 1.59994)
H (3.88050, -0.43638, 0.97593)
O (3.89752, 0.10685, 1.93631)
H (1.40283, 0.52959, 3.66166)
H (1.94704, 0.09270, 2.24835)
O (1.13053, 0.60933, 2.74037)
H (3.12548, 2.65320, -0.46891)
H (2.90529, 2.00936, 0.80877)
O (2.55071, 2.76634, 0.40793)
H (-0.08496, -3.76088, 2.03410)
H (-0.00634, -2.78653, 0.68381)
O (-0.38825, -3.35332, 1.20853)
H (-1.39418, -0.66658, -3.35104)
H (-1.35922, -2.08637, -3.67680)
O (-0.85037, -1.35412, -3.26010)
H (-2.25546, -1.14710, 2.31767)
H (-3.43107, -1.59858, 1.64918)
O (-3.03450, -0.76390, 1.91663)

=====

Here is a molecular structure, C3H2BeO3 in a non-equilibrium geometry from the OMol25 dataset. Energies are from wB97M-V/def2-TZVPD.

Summary:
- molar mass (g/mol) = 95.058
- max |F| (eV Å⁻¹) = 3.414
- ΔE to the lowest compared entry with this formula, charge and spin (kcal/mol) = 99.8
- expectation value of S² = 0.7503
- net charge = +1
- spin multiplicity = 2

Cartesian coordinates (Å):
O (-1.28365, 0.32967, 0.13923)
C (-1.40676, -1.06448, -0.00296)
C (-0.30913, -1.70515, -0.15161)
O (0.84176, -0.15591, 0.02524)
C (-0.04465, 0.73738, 0.09487)
O (0.18799, 1.98262, -0.12150)
Be (2.39684, -0.02381, 0.10372)
H (0.22599, -2.63439, -0.02641)
H (-0.60839, 2.53406, -0.06058)

=====

Here is a molecular structure, C3H2BiLi2O3 in a non-equilibrium geometry from the OMol25 dataset. Energies are from wB97M-V/def2-TZVPD.

Summary:
- molar mass (g/mol) = 308.908
- max |F| (eV Å⁻¹) = 4.572
- electronic energy (hartree) = -569.74028
- net charge = +3

Cartesian coordinates (Å):
C (-0.13196, -0.19815, 0.77097)
C (0.23133, 0.98625, 0.22253)
O (0.75166, -1.09446, 1.24877)
H (-1.19707, -0.45950, 0.87456)
H (1.30040, 1.23455, 0.11797)
Li (0.93760, -2.85857, 0.92981)
Li (1.54135, 0.04432, 2.43670)
O (0.06476, -0.92047, -2.55631)
C (-0.80388, -0.23811, -2.30289)
O (-0.59457, 1.94053, -0.33091)
Bi (-2.09961, 1.56361, -1.41120)

=====

Here is a molecular structure, C3H2BiO3 in a non-equilibrium geometry from the OMol25 dataset. Energies are from wB97M-V/def2-TZVPD.

Summary:
- molar mass (g/mol) = 295.026
- max |F| (eV Å⁻¹) = 5.250
- ΔE to the lowest compared entry with this formula, charge and spin (kcal/mol) = 0.0
- net charge = +3

Cartesian coordinates (Å):
H (-2.93928, -0.56864, 0.91257)
C (-2.04455, 1.00842, 0.04406)
C (-2.38103, -0.42019, -0.05856)
O (-1.11728, -1.12499, -0.04279)
C (-0.18701, -0.24629, -0.03062)
O (-0.71473, 1.02248, 0.04346)
O (1.00612, -0.46095, -0.00848)
Bi (2.86022, 0.19277, 0.01613)
H (-2.94560, -0.66372, -0.96934)

=====

Question: Look up the max |F| of the tenth one.
Answer: 5.250 eV Å⁻¹